131
Properties=species:S:1:pos:R:3:forces:R:3 method="wB97M-V/def2-TZVPD" charge=+2 gap_ev=7.04
Zr 1.238061 0.327303 0.121218 0.2 -0.5 -0.3
S 0.837969 1.639986 -1.990171 0.0 0.0 -0.1
C 1.945665 0.840533 -3.131080 -0.1 0.0 0.0
C 1.577177 0.612667 -4.450642 0.0 0.0 0.0
C 2.457278 -0.024274 -5.316030 0.0 0.0 0.0
C 3.710471 -0.431518 -4.880641 0.0 0.0 0.0
C 4.102340 -0.192257 -3.570097 0.0 0.0 0.0
C 3.210185 0.431074 -2.715574 0.0 0.0 0.0
S 3.567904 0.884803 -1.042074 -0.1 0.0 0.1
C 4.782571 -0.293476 -0.459235 0.0 0.0 0.0
C 4.657054 -0.438574 1.033857 0.0 0.0 0.0
C 5.766503 -0.896959 1.726574 0.0 0.0 0.0
C 5.645396 -1.211112 3.065644 0.0 0.0 0.0
C 4.405432 -1.065966 3.659700 0.0 0.0 0.0
C 3.351811 -0.566224 2.912134 0.0 0.0 0.0
C 2.019057 -0.412048 3.577603 0.0 0.0 0.0
S 0.599414 -0.753533 2.518915 0.0 0.0 0.0
C 0.734401 -2.492480 2.170745 0.0 0.0 0.0
C 0.163972 -3.347040 3.115232 0.0 0.0 0.0
C 0.192608 -4.715470 2.927122 0.0 0.0 0.0
C 0.783700 -5.227302 1.776939 0.0 0.0 0.0
C 1.337995 -4.380725 0.833921 0.0 0.0 0.0
C 1.328589 -2.991232 1.005724 0.0 0.0 0.0
S 2.072605 -2.032669 -0.277896 0.0 0.2 0.0
N 3.468099 -0.221648 1.621287 0.0 0.0 0.0
H 0.600104 0.929066 -4.794490 0.0 0.0 0.0
H 2.160915 -0.200844 -6.341617 0.0 0.0 0.0
H 4.390347 -0.924272 -5.561978 0.0 0.0 0.0
H 5.089054 -0.485703 -3.235627 0.0 0.0 0.0
H 5.780257 0.050038 -0.727455 0.0 0.0 0.0
H 4.594641 -1.261195 -0.928004 0.0 0.0 0.0
H 6.703994 -1.030109 1.204113 0.0 0.0 0.0
H 6.490273 -1.585568 3.627694 0.0 0.0 0.0
H 4.246757 -1.335980 4.694882 0.0 0.0 0.0
H 1.868684 0.609411 3.918695 0.0 0.0 0.0
H 1.944471 -1.060435 4.449118 0.0 0.0 0.0
H -0.304496 -2.924963 3.996535 0.0 0.0 0.0
H -0.241795 -5.375455 3.665207 0.0 0.0 0.0
H 0.813076 -6.296456 1.612016 0.0 0.0 0.0
H 1.794331 -4.789762 -0.059022 0.0 0.0 0.0
C 0.454105 4.868067 3.448795 0.0 0.0 0.0
C 1.008502 3.441093 3.322660 0.0 0.1 0.0
C 2.200221 3.277535 4.275265 0.0 0.0 0.0
C -0.146403 2.526890 3.753372 0.0 0.0 0.0
P 1.517680 3.016844 1.545819 0.0 -0.1 0.0
C 0.032282 3.511351 0.632492 0.0 0.1 0.0
C -0.953719 2.529206 0.576591 -0.1 0.0 0.0
C -2.181025 2.770724 -0.023657 0.0 0.0 0.0
C -2.420295 4.001956 -0.610344 0.0 0.0 0.0
C -1.437157 4.985024 -0.582480 0.0 0.0 0.0
C -0.224418 4.748675 0.044544 0.0 0.0 0.0
C 2.994255 4.068853 1.028563 0.0 0.1 0.0
C 2.992788 4.230286 -0.503902 0.0 0.0 0.0
C 4.253246 3.313954 1.490087 0.0 0.0 0.0
C 3.072765 5.484910 1.615468 0.0 0.0 0.0
H 0.126712 5.006089 4.482431 0.0 0.0 0.0
H -0.417012 5.017670 2.810623 0.0 0.0 0.0
H 1.181267 5.642539 3.235907 0.0 0.0 0.0
H 1.835413 3.285648 5.304664 0.0 0.0 0.0
H 2.909624 4.097048 4.181159 0.0 0.0 0.0
H 2.760766 2.353656 4.125519 0.0 0.0 0.0
H -0.378882 2.744925 4.798058 0.0 0.0 0.0
H 0.065996 1.463800 3.686803 0.0 0.0 0.0
H -1.048221 2.724719 3.174984 0.0 0.0 0.0
H -0.808572 1.562770 1.066894 -0.1 0.1 0.1
H -2.940987 2.002494 -0.027556 0.0 0.0 0.0
H -3.371939 4.203688 -1.084938 0.0 0.0 0.0
H -1.624876 5.947835 -1.039111 0.0 0.0 0.0
H 0.512500 5.537452 0.081904 0.0 0.0 0.0
H 2.581618 3.384216 -1.046101 0.0 0.0 0.0
H 4.020410 4.384287 -0.839255 0.0 0.0 0.0
H 2.420416 5.107636 -0.800242 0.0 0.0 0.0
H 4.266807 2.273694 1.168285 0.0 0.0 0.0
H 4.354447 3.327250 2.575067 0.0 0.0 0.0
H 5.132338 3.809026 1.072677 0.0 0.0 0.0
H 2.206773 6.095678 1.365121 0.0 0.0 0.0
H 3.945936 5.967250 1.168831 0.0 0.0 0.0
H 3.216678 5.499848 2.692746 0.0 0.0 0.0
O -0.657106 -0.529807 -0.278538 0.1 0.1 0.3
P -1.743034 -1.521313 -0.809602 0.0 0.0 -0.1
C -2.912196 -0.693965 -1.930205 0.0 0.0 0.0
C -2.221400 0.339271 -2.834044 0.0 0.0 0.0
C -3.118133 0.670491 -4.033561 0.0 0.0 0.0
C -4.607892 0.683709 -3.653757 0.0 0.0 0.0
C -4.771907 1.033029 -2.180757 0.0 0.0 0.0
C -4.180335 -0.073215 -1.296255 0.0 -0.1 0.0
C -0.875788 -2.869069 -1.662858 0.0 -0.1 -0.1
C -1.605860 -4.216715 -1.826932 0.0 0.0 0.0
C -2.464646 -4.327039 -3.082596 0.0 0.0 0.0
C -1.635456 -4.015590 -4.324082 0.0 0.0 0.0
C -1.012657 -2.626780 -4.226539 0.0 0.0 0.0
C -0.160450 -2.467192 -2.967300 0.0 0.0 0.0
C -2.572827 -2.265387 0.623737 -0.1 0.0 0.0
C -3.876763 -3.050639 0.273106 0.0 0.0 0.0
C -5.052255 -2.642881 1.159105 0.0 0.0 0.0
C -4.702159 -2.773238 2.640264 0.0 0.0 0.0
C -3.365271 -2.074424 2.981901 0.0 0.0 0.0
C -2.804572 -1.295179 1.793726 0.0 0.0 0.0
H -3.231031 -1.526123 -2.567405 0.0 0.0 0.0
H -1.243589 0.002313 -3.172394 0.0 0.0 0.0
H -2.025249 1.233452 -2.241944 0.0 0.0 0.0
H -2.948592 -0.053896 -4.833855 0.0 0.0 0.0
H -2.820053 1.642400 -4.432435 0.0 0.0 0.0
H -5.057201 -0.296923 -3.838748 0.0 0.0 0.0
H -5.153083 1.387145 -4.282012 0.0 0.0 0.0
H -5.821505 1.172985 -1.921113 0.0 0.0 0.0
H -4.275816 1.987854 -1.982060 0.0 0.0 0.0
H -4.927951 -0.855312 -1.164934 0.0 0.0 0.0
H -3.978298 0.323069 -0.301664 0.0 0.0 0.0
H -0.093789 -3.040408 -0.919185 -0.1 0.0 0.0
H -2.170542 -4.476109 -0.933127 0.0 0.0 0.0
H -0.814935 -4.970513 -1.901873 0.0 0.0 0.0
H -3.326728 -3.652797 -3.031635 0.0 0.0 0.0
H -2.878124 -5.334940 -3.142826 0.0 0.0 0.0
H -2.246849 -4.094359 -5.223839 0.0 0.0 0.0
H -0.842699 -4.765479 -4.418196 0.0 0.0 0.0
H -1.811157 -1.882707 -4.249419 0.0 0.0 0.0
H -0.388207 -2.425761 -5.099811 0.0 0.0 0.0
H 0.248949 -1.457160 -2.892431 0.0 0.0 0.0
H 0.710285 -3.125691 -3.052913 0.0 0.0 0.0
H -1.818158 -2.985456 0.969579 0.0 0.0 0.0
H -3.690228 -4.115095 0.426519 0.0 0.0 0.0
H -4.144899 -2.947487 -0.781522 0.0 0.0 0.0
H -5.911348 -3.270564 0.919370 0.0 0.0 0.0
H -5.356790 -1.617903 0.939109 0.0 0.0 0.0
H -4.644717 -3.831467 2.902613 0.0 0.0 0.0
H -5.511547 -2.356724 3.239617 0.0 0.0 0.0
H -2.621308 -2.817919 3.282662 0.0 0.0 0.0
H -3.488116 -1.401981 3.831853 0.0 0.0 0.0
H -1.874735 -0.802682 2.072242 0.0 0.0 0.0
H -3.498175 -0.502065 1.515992 0.0 0.0 0.0